1.
{"formula": "C2H12N2O3", "method": "ωB97M-V/def2-TZVPD", "e_tot_ha": -418.60169, "e_homo_ev": -9.4, "de_lowest_ev": 1.017, "species": ["H", "N", "C", "N", "C", "H", "H", "H", "H", "H", "O", "H", "H", "O", "H", "H", "O", "H", "H"], "coordinates": [[-1.922, 0.676, 1.173], [-1.059, 0.214, 0.865], [-0.460, 1.035, 0.092], [-0.967, 2.226, -0.384], [-0.344, 2.897, -1.501], [0.477, 0.833, -0.406], [-1.966, 2.300, -0.340], [-0.708, 3.905, -1.549], [-0.515, 2.415, -2.478], [0.745, 2.811, -1.426], [-1.036, -3.426, 0.171], [-1.597, -2.682, 0.425], [-0.246, -3.248, 0.709], [5.943, -0.763, 1.875], [5.982, -1.523, 1.283], [6.823, -0.750, 2.268], [-2.835, -1.142, -1.218], [-2.779, -0.706, -0.365], [-2.093, -1.765, -1.238]]}

---

2.
{"formula": "C2H12N2O3", "method": "ωB97M-V/def2-TZVPD", "e_tot_ha": -418.56810, "e_homo_ev": -8.7, "de_lowest_ev": 1.931, "species": ["C", "N", "C", "N", "H", "H", "H", "H", "H", "H", "O", "H", "H", "O", "H", "H", "O", "H", "H"], "coordinates": [[1.886, -0.902, -0.658], [1.041, 0.259, -0.343], [0.911, 1.204, -1.183], [1.906, 2.092, -1.486], [1.861, -1.203, -1.702], [1.666, -1.801, -0.084], [2.919, -0.635, -0.419], [0.043, 1.404, -1.830], [2.595, 2.351, -0.817], [1.733, 2.759, -2.225], [-1.339, -0.967, 0.708], [-1.162, -1.911, 0.801], [-0.589, -0.646, 0.149], [-3.611, -1.251, -0.921], [-2.908, -1.116, -0.237], [-3.256, -0.711, -1.615], [-1.273, 0.168, 4.301], [-0.977, 1.067, 4.135], [-1.445, -0.161, 3.427]]}